{"formula": "C23H39N8OS", "method": "wB97M-V/def2-TZVPD", "homo_lumo_gap_ev": [9.295, 8.714], "homo_energy_ev": [-8.91, -8.92], "e_tot_ev": -49281.5169, "total_charge": 0, "multiplicity": 2, "largest_force_ha_per_bohr": 0.0662, "e_lumo_ev": [0.4, -0.2], "species": ["H", "H", "H", "C", "H", "S", "C", "C", "H", "C", "C", "C", "C", "N", "H", "C", "H", "N", "C", "C", "H", "H", "C", "H", "H", "H", "C", "C", "H", "H", "H", "H", "H", "H", "H", "H", "H", "C", "H", "C", "C", "H", "N", "H", "H", "H", "H", "C", "N", "O", "H", "H", "N", "C", "C", "H", "C", "H", "H", "C", "H", "H", "H", "N", "H", "C", "H", "C", "H", "H", "N", "N"], "coordinates": [[0.345326, -1.248813, 7.063702], [0.773228, 2.941201, -2.759623], [0.601099, 3.819058, 3.793222], [-3.232571, -2.290440, -9.553155], [3.037267, -4.444017, -7.316170], [-0.723127, -0.720078, 6.339250], [0.414421, 0.967968, -2.069407], [-1.806259, -2.712175, -9.448566], [-0.630247, -5.459952, 4.889966], [-0.510561, -0.006368, 2.140396], [-0.615588, -0.918295, 3.459621], [-1.965013, 2.872106, 4.128848], [1.022018, -4.266588, 4.292604], [-2.937119, 5.585772, 6.327356], [-1.749048, -1.777533, 1.441796], [-1.196209, -0.899514, 0.984478], [-0.873779, -4.557528, 3.379451], [2.169978, 4.119700, -1.021374], [2.969636, -5.468958, -6.951677], [3.082581, 3.472171, -1.332603], [-0.485500, -3.180396, -3.841739], [-2.558546, 3.328685, 3.271699], [0.010065, 2.394215, -2.209726], [1.173285, 1.716306, 4.527726], [-2.578961, 2.071343, 4.635887], [-0.935552, 2.460523, -2.749301], [4.252267, 2.639694, -1.733291], [-0.717770, 2.103224, 3.448558], [-0.213171, -1.956693, 3.289590], [-1.402070, -2.417946, -8.480157], [-0.254692, 1.868505, 5.612926], [0.170819, -5.994530, 3.397274], [1.657398, 0.410203, 2.568764], [-3.784468, 5.913367, 3.253293], [-1.726021, -1.041727, 3.691884], [-1.221383, -2.238492, -10.237214], [-0.411780, -1.330452, 0.291915], [-0.152920, -5.124680, 3.969089], [-2.716327, 7.284184, 3.621437], [0.209629, 3.272977, 2.871011], [-3.207118, 6.066926, 5.291531], [1.275677, -3.413196, -3.823510], [1.946577, -3.601817, 4.541791], [-4.425662, 7.336316, 4.101744], [4.880692, 2.443101, -0.864554], [3.906665, 1.691200, -2.145980], [-1.731629, -3.794745, -9.551095], [0.463249, -2.808736, -4.229200], [3.392597, -5.518540, -4.334452], [-1.504244, 1.944516, 1.352487], [1.411474, -0.661220, 1.141494], [-0.377381, 4.055132, 2.299434], [0.472452, -2.953356, -6.877546], [-3.555692, 6.690173, 3.983315], [0.029502, -0.176450, 4.704287], [-1.949220, -0.325768, 0.378060], [0.080771, 1.409812, 4.628553], [1.046522, 1.168203, 1.021397], [1.108526, -0.534478, 4.765462], [0.468236, -2.888810, -5.717247], [1.976806, -5.860087, -7.173243], [0.596464, -1.773688, -3.912633], [1.118828, 2.906254, 2.321611], [-4.343234, -1.962206, -9.634568], [3.715370, -6.079596, -7.461405], [3.207571, -5.498192, -5.480751], [-0.109093, 2.843195, -1.223882], [0.981923, 0.247914, 1.664199], [4.838920, 3.165018, -2.487092], [-1.590046, 3.653332, 4.843843], [0.731290, -0.143443, -1.951956], [-1.307363, 1.205905, 2.419098]], "atomic_forces_ev_per_a": [[-0.7, 0.6, -1.1], [-0.1, -0.1, 0.1], [-0.4, -0.7, -1.1], [-0.6, 0.2, -0.1], [-0.1, -0.1, 0.1], [0.6, -0.4, -0.1], [0.1, -0.6, 0.1], [-0.8, 0.3, 0.0], [0.1, 0.1, 0.0], [-0.2, -3.3, -0.6], [-0.8, 1.2, 0.4], [0.4, -0.9, -1.1], [1.0, 0.7, 0.3], [-0.7, 1.3, -2.7], [0.6, 1.0, -0.4], [-0.3, -0.1, 0.1], [0.1, 0.0, 0.1], [1.5, -0.9, -0.4], [0.2, 0.0, 0.7], [-0.5, 0.4, 0.3], [0.0, 0.0, -0.1], [0.6, -0.4, 1.2], [0.0, -0.8, 0.0], [-1.3, -0.5, 0.1], [0.5, 1.1, -0.3], [0.0, -0.1, 0.0], [-0.6, 0.4, 0.2], [-0.5, 2.3, 2.3], [-0.1, 1.3, 0.3], [0.0, -0.1, -0.1], [0.3, -0.7, -1.3], [0.0, 0.1, 0.0], [-0.8, 0.0, -1.1], [0.0, 0.0, 0.1], [1.3, 0.2, -0.5], [-0.1, 0.0, 0.0], [-1.0, 0.7, 0.8], [0.6, 0.4, 0.2], [0.0, -0.1, 0.1], [-0.1, 0.2, 0.8], [0.4, -0.8, 1.9], [0.0, 0.0, -0.1], [-1.8, -1.2, -0.5], [0.1, -0.1, 0.0], [-0.1, 0.0, 0.0], [0.0, 0.1, 0.1], [0.0, 0.1, 0.0], [0.0, 0.0, -0.8], [-0.3, 0.1, -1.6], [-0.8, -1.1, 0.5], [-0.7, 1.2, 0.5], [0.7, -1.2, 0.4], [0.0, 0.1, 1.7], [0.2, -0.4, 0.7], [1.7, -0.6, 0.2], [0.9, -0.4, 0.6], [0.5, -0.1, -0.2], [-0.1, -1.1, 0.4], [-1.4, 0.4, 0.0], [0.0, -0.1, -0.6], [0.1, 0.1, 0.1], [0.0, -0.1, 0.0], [-1.1, 0.4, 0.3], [1.6, -0.5, 0.1], [0.0, 0.0, 0.1], [0.1, 0.0, 0.6], [0.0, -0.1, -0.1], [0.5, 0.2, 1.2], [-0.1, 0.0, 0.1], [-0.5, -0.9, -0.7], [-0.4, 1.5, -0.2], [2.4, 1.7, -1.7]]}